The following is a DFT calculation (ωB97M-V/def2-TZVPD) of a molecular structure, C35H32BrCsN16O3S2.

Properties
Relative energy (zero: lowest compared OMol25 entry of this formula, charge and spin), eV: 1.528
HOMO, eV: -7.00
Molecular weight, g/mol: 1001.69
Gap between HOMO and LUMO, eV: 6.4
Total charge: 0
DFT total energy, eV: -159061.5879

Atoms and positions in Å:
Cs1 0.443 0.002 0.249
C1 -0.102 -1.250 -4.714
C2 -0.149 -0.135 -5.532
C3 -0.193 1.123 -4.957
C4 -0.192 1.240 -3.569
N1 -0.166 0.159 -2.783
C5 -0.113 -1.044 -3.345
C6 -0.216 2.580 -2.888
C7 -0.165 3.772 -3.605
C8 -0.207 4.981 -2.927
C9 -0.302 4.979 -1.546
C10 -0.341 3.747 -0.912
N2 -0.290 2.577 -1.553
H1 -0.056 -2.251 -5.121
H2 -0.149 -0.241 -6.609
H3 -0.230 1.995 -5.591
H4 -0.070 -1.887 -2.660
H5 -0.092 3.773 -4.682
H6 -0.171 5.914 -3.473
H7 -0.354 5.895 -0.971
H8 -0.416 3.694 0.170
N3 2.930 2.525 -0.135
C11 3.805 1.494 -0.128
N4 5.092 1.786 0.041
C12 5.895 0.723 0.078
N5 7.212 0.947 0.231
N6 5.505 -0.560 -0.025
C13 4.202 -0.723 -0.192
N7 3.303 0.252 -0.268
C14 3.710 -2.139 -0.284
C15 4.622 -3.187 -0.258
C16 4.142 -4.484 -0.318
C17 2.774 -4.690 -0.386
C18 1.941 -3.581 -0.393
N8 2.392 -2.331 -0.357
H9 3.310 3.456 -0.142
H10 1.992 2.405 -0.484
H11 7.533 1.883 0.396
H12 7.829 0.166 0.347
H13 5.677 -2.969 -0.191
H14 4.826 -5.322 -0.304
H15 2.355 -5.686 -0.422
H16 0.862 -3.694 -0.427
C19 -3.454 -5.162 0.556
C20 -2.513 -4.627 1.569
N9 -2.317 -5.117 2.750
N10 -1.388 -4.281 3.305
C21 -0.990 -3.275 2.503
S1 0.040 -2.015 2.837
N11 -1.711 -3.526 1.366
N12 -1.645 -2.725 0.221
H17 -3.995 -5.996 0.995
H18 -2.926 -5.521 -0.331
H19 -4.169 -4.396 0.251
H20 -1.088 -4.405 4.256
H21 -2.056 -3.260 -0.536
H22 -2.235 -1.903 0.373
O1 -1.133 8.791 1.096
S2 -1.627 9.155 2.418
O2 -1.437 10.536 2.788
O3 -2.919 8.587 2.754
C22 -0.478 8.207 3.469
N13 0.447 8.817 4.211
C23 1.309 8.025 4.839
C24 1.300 6.644 4.724
C25 0.284 6.114 3.946
N14 -0.606 6.888 3.348
C26 0.138 4.675 3.595
C27 -1.084 4.247 3.084
C28 -1.170 2.984 2.543
N15 -0.122 2.166 2.415
C29 1.016 2.538 2.996
C30 1.186 3.765 3.622
H23 2.057 8.519 5.452
H24 2.038 6.035 5.228
H25 -1.921 4.932 3.069
H26 -2.105 2.636 2.118
H27 1.861 1.866 2.881
H28 2.156 4.033 4.020
Br1 -4.416 -1.665 2.147
C31 -4.319 0.013 1.246
C32 -5.417 0.856 1.319
C33 -5.315 2.081 0.683
C34 -4.149 2.395 0.002
C35 -3.121 1.471 -0.008
N16 -3.193 0.292 0.628
H29 -6.304 0.563 1.860
H30 -6.138 2.783 0.722
H31 -4.031 3.343 -0.505
H32 -2.194 1.672 -0.533



The following is a DFT calculation (ωB97M-V/def2-TZVPD) of a molecular structure, C35H32IrN9O2S2.

Properties
Relative energy (zero: lowest compared OMol25 entry of this formula, charge and spin), eV: 3.687
Multiplicity: 2
HOMO (alpha / beta), eV: -14.09 / -15.36
Molecular weight, g/mol: 867.05
Gap between HOMO and LUMO (alpha / beta), eV: 5.2 / 6.4
Total charge: +3
DFT total energy, eV: -78805.6985

Atoms and positions in Å:
Ir1 -0.514 1.727 1.231
C1 -2.603 4.021 0.639
N1 -2.096 3.465 1.891
C2 -3.116 2.989 2.820
C3 -2.640 1.768 3.540
N2 -1.643 1.008 3.117
C4 -1.597 -0.084 3.958
C5 -0.785 -1.217 3.981
C6 -1.017 -2.161 4.961
C7 -2.023 -2.000 5.914
C8 -2.829 -0.875 5.923
C9 -2.609 0.068 4.933
N3 -3.233 1.259 4.634
C10 -1.465 4.202 -0.305
N4 -0.521 3.287 -0.469
C11 0.333 3.777 -1.433
C12 1.442 3.223 -2.070
C13 2.072 3.984 -3.036
C14 1.640 5.270 -3.370
C15 0.524 5.825 -2.772
C16 -0.125 5.056 -1.820
N5 -1.268 5.277 -1.084
H1 -3.142 4.963 0.792
H2 -3.296 3.296 0.194
H3 -1.504 4.153 2.353
H4 -4.006 2.719 2.240
H5 -3.409 3.759 3.544
H6 0.006 -1.350 3.261
H7 -0.403 -3.046 5.003
H8 -2.178 -2.769 6.654
H9 -3.583 -0.740 6.681
H10 -3.990 1.670 5.160
H11 1.756 2.211 -1.863
H12 2.918 3.573 -3.564
H13 2.180 5.832 -4.118
H14 0.166 6.803 -3.042
H15 -1.855 6.093 -1.154
C17 1.732 -4.380 -7.145
O1 1.835 -5.318 -6.089
C18 1.146 -5.226 -4.975
C19 1.404 -6.236 -4.011
C20 0.763 -6.247 -2.810
C21 -0.187 -5.240 -2.497
C22 -0.462 -4.236 -3.465
C23 0.191 -4.226 -4.667
N6 -0.900 -5.363 -1.375
N7 -1.677 -4.655 -0.769
C24 -1.783 -3.396 -0.369
C25 -3.072 -2.841 -0.220
C26 -3.251 -1.508 0.023
C27 -2.147 -0.626 0.196
O2 -2.291 0.624 0.272
C28 -0.831 -1.241 0.319
N8 0.184 -0.463 0.752
C29 1.379 -0.998 0.936
C30 1.656 -2.342 0.686
C31 0.643 -3.153 0.220
C32 -0.636 -2.612 0.023
H16 2.496 -4.664 -7.867
H17 1.922 -3.363 -6.794
H18 0.754 -4.423 -7.632
H19 2.108 -7.009 -4.273
H20 0.966 -7.013 -2.079
H21 -1.221 -3.496 -3.251
H22 -0.039 -3.456 -5.389
H23 -3.919 -3.488 -0.385
H24 -4.244 -1.083 0.045
H25 2.148 -0.346 1.326
H26 2.637 -2.743 0.883
H27 0.832 -4.201 0.034
S1 1.230 3.162 2.459
C33 2.848 2.872 2.102
N9 3.294 2.294 0.991
C34 4.733 2.269 0.787
C35 5.392 2.579 2.132
S2 4.102 3.332 3.191
H28 2.666 2.140 0.210
H29 5.008 3.018 0.037
H30 5.030 1.283 0.423
H31 6.211 3.288 2.037
H32 5.758 1.693 2.650



The following is a DFT calculation (ωB97M-V/def2-TZVPD) of a molecular structure, C35H32N4OP2S6Ti.

Properties
HOMO, eV: -12.45
Molecular weight, g/mol: 826.88
Gap between HOMO and LUMO, eV: 5.9
Total charge: +2
DFT total energy, eV: -151517.5760

Atoms and positions in Å:
Ti1 -0.747 0.316 0.309
C1 -0.247 3.015 3.096
P1 -0.833 1.334 2.677
C2 -2.509 1.380 3.409
C3 0.021 0.244 3.895
C4 -0.442 -1.188 3.628
P2 -0.050 -1.642 1.891
C5 -0.855 -3.266 1.688
C6 1.702 -2.151 2.040
H1 -0.649 3.278 4.073
H2 -0.623 3.724 2.360
H3 0.839 3.078 3.138
H4 -2.405 1.532 4.483
H5 -3.058 0.463 3.218
H6 -3.057 2.218 2.983
H7 -0.228 0.561 4.908
H8 1.106 0.335 3.779
H9 -1.523 -1.274 3.758
H10 0.036 -1.902 4.299
H11 -0.585 -3.901 2.532
H12 -0.507 -3.734 0.766
H13 -1.936 -3.159 1.647
H14 1.759 -2.938 2.790
H15 2.335 -1.317 2.345
H16 2.064 -2.543 1.089
S1 3.707 3.102 2.864
C7 5.231 3.774 3.231
C8 6.208 3.296 2.414
C9 5.719 2.368 1.469
C10 4.368 2.146 1.570
C11 3.543 1.254 0.775
C12 2.150 1.194 0.962
N1 1.342 0.386 0.287
C13 1.876 -0.437 -0.650
C14 3.253 -0.433 -0.938
C15 3.752 -1.304 -1.962
C16 2.923 -2.123 -2.640
C17 1.517 -2.158 -2.353
C18 0.628 -2.994 -3.028
C19 -0.726 -2.991 -2.710
C20 -1.133 -2.114 -1.684
N2 -0.316 -1.302 -1.030
C21 1.002 -1.317 -1.351
C22 -1.694 -3.832 -3.386
C23 -3.047 -3.946 -3.162
C24 -3.678 -4.865 -4.022
C25 -2.804 -5.444 -4.895
S2 -1.214 -4.882 -4.684
C26 4.076 0.423 -0.205
H17 5.321 4.488 4.035
H18 7.242 3.596 2.484
H19 6.352 1.890 0.735
H20 1.683 1.844 1.690
H21 4.812 -1.285 -2.181
H22 3.302 -2.772 -3.419
H23 1.002 -3.651 -3.804
H24 -2.172 -2.087 -1.389
H25 -3.585 -3.396 -2.401
H26 -4.733 -5.094 -4.000
H27 -3.013 -6.178 -5.658
H28 5.139 0.428 -0.404
O1 -7.592 1.764 0.605
C27 -6.428 1.537 0.568
S3 -5.177 2.800 0.334
C28 -3.811 1.713 0.376
C29 -4.065 0.398 0.535
S4 -2.808 -0.783 0.672
S5 -5.733 -0.102 0.703
S6 -2.211 2.352 0.285
N3 -1.640 5.148 -5.180
C30 -1.339 4.313 -4.452
C31 -0.990 3.280 -3.525
C32 0.049 3.457 -2.616
C33 0.298 2.461 -1.695
N4 -0.422 1.335 -1.624
C34 -1.383 1.147 -2.541
C35 -1.696 2.078 -3.507
H29 0.638 4.363 -2.620
H30 1.099 2.582 -0.977
H31 -1.941 0.222 -2.480
H32 -2.486 1.887 -4.219



no.,maximum force (eV/Å)
1,0.62
2,4.15
3,2.07